Computed, not measured: a 2-piece molecular cluster, C11H22Cl2NO2 overall, with ωB97M-V/def2-TZVPD.

CARTESIAN COORDINATES (ANGSTROEM)
C: 0.6131 2.8958 0.9073
C: 1.0338 3.7727 -0.4137
C: 1.6485 2.9013 -1.6590
O: 1.5104 3.4351 -2.9018
O: 2.3761 1.6260 -1.5672
C: 2.0401 0.7275 -2.7091
C: 2.0314 -0.8089 -2.0536
N: 0.6428 -1.3888 -1.9003
C: -0.2370 -0.5408 -1.0007
C: -0.8626 -1.3967 0.2931
C: -1.5178 -0.0558 -1.9436
C: -2.3866 1.1767 -1.2996
H: -0.1888 2.0646 0.7190
H: 1.5215 2.4308 1.4838
H: 0.1095 3.6657 1.6674
H: 0.1089 4.4564 -0.7235
H: 1.8770 4.5334 -0.0529
H: 0.9648 0.8937 -3.1395
H: 2.8859 0.7259 -3.5458
H: 2.6323 -0.7886 -1.0486
H: 2.6083 -1.5158 -2.8124
H: 0.3531 0.3520 -0.5192
H: -0.0004 -1.6887 1.0606
H: -1.5781 -0.6686 0.9091
H: -1.4840 -2.3334 -0.0377
H: -2.2222 -1.0040 -2.0460
H: -1.1581 0.1990 -3.0413
H: -2.9577 1.6905 -2.2132
H: -1.7547 2.0240 -0.7973
H: -3.2173 0.7785 -0.5780
Cl: -1.9071 -1.8736 3.4003
C: -0.7962 -2.9124 4.3277
C: -0.3304 -4.1162 3.5246
Cl: -1.6478 -5.2789 3.2302
H: -1.3035 -3.2143 5.2493
H: 0.0632 -2.2923 4.6001
H: 0.4474 -4.6528 4.0758
H: 0.0826 -3.8192 2.5557

Computed properties:
Net charge: -1
HOMO level, eV: -1.768
E_LUMO, eV: 2.6528
Energy, hartree: -1557.7384

Computed, not measured: a 2-piece molecular cluster, C2H4OS overall, with ωB97M-V/def2-TZVPD.

CARTESIAN COORDINATES (ANGSTROEM)
C: -0.9053 0.8512 -0.0990
C: -0.7842 -0.4941 -0.2382
O: -1.4315 -1.3764 -0.7825
H: -2.0183 1.1029 -0.1061
H: -0.1664 1.5820 0.1238
S: 2.1116 -0.4019 -0.2019
H: 0.6561 -0.8189 0.1821
H: 2.5379 -0.4448 1.1218

Computed properties:
HOMO level, eV: -9.227
Structure (SMILES): C=C=O.S
E_LUMO, eV: -1.7165
Energy, hartree: -551.9054

Computed, not measured: a 4-piece molecular cluster, CH11N2O3 overall, with ωB97M-V/def2-TZVPD.

CARTESIAN COORDINATES (ANGSTROEM)
N: 0.1194 -0.3628 -0.9022
C: 1.3289 -0.2711 -1.4857
N: 2.2228 0.7154 -1.1712
H: -0.1563 -0.1006 0.0441
H: -0.5925 -0.9763 -1.2628
H: 1.7395 -1.0959 -2.0672
H: 3.0661 0.6723 -1.6871
H: 2.0811 1.4041 -0.4759
H: -1.3655 -2.8341 -0.4652
H: -2.2914 -3.6000 -1.2221
O: -1.6789 -2.8562 -1.3779
H: 0.7397 2.6856 1.6606
H: -0.2413 1.4924 1.7990
O: 0.4405 1.8812 1.2136
H: -2.2770 0.2009 2.8318
H: -2.1728 1.6890 2.6667
O: -1.6468 0.9186 2.8551

Computed properties:
2S+1: 2
HOMO level (spin up / spin down), eV: -3.900 / -8.443
⟨S²⟩: 0.75
E_LUMO (spin up / spin down), eV: 0.3003 / 0.2369
Energy, hartree: -379.8420

Computed, not measured: the molecule C5H8O2, with ωB97M-V/def2-TZVPD.

CARTESIAN COORDINATES (ANGSTROEM)
C: -1.2827 0.5660 0.4505
O: -0.6849 1.2911 -0.6524
C: 0.3900 0.5358 -1.1077
C: 0.0406 -0.9108 -0.8010
C: -0.3116 -0.5990 0.6640
C: 0.9402 -0.0837 1.3506
O: 1.5594 0.7795 -0.2937
H: -2.2916 0.2496 0.1564
H: -1.3324 1.2298 1.3175
H: 0.6303 0.8108 -2.1358
H: 0.8930 -1.5833 -0.9214
H: -0.8114 -1.2607 -1.3940
H: -0.7311 -1.4380 1.2306
H: 1.3219 1.3278 0.5078
H: 1.7002 -0.8805 1.3592

Computed properties:
HOMO level, eV: -8.433
E_LUMO, eV: 0.8547
Energy, hartree: -345.6454

Computed, not measured: an isolated ion of composition C2H7N4 and charge +1, with ωB97M-V/def2-TZVPD.

CARTESIAN COORDINATES (ANGSTROEM)
C: 1.1816 -0.9728 -0.0557
C: 1.2841 0.5294 0.1141
N: -0.3446 -1.2240 0.0943
N: -0.0935 1.0479 0.0474
N: -0.8629 -0.0912 0.0106
N: -2.1921 0.0228 0.1114
H: 1.3921 -1.4251 -1.0531
H: 1.4449 -1.7551 0.7370
H: 1.7319 0.8768 1.1147
H: 1.9789 0.8872 -0.5801
H: -0.3126 1.8409 -0.6275
H: -2.8149 -0.6442 0.3761
H: -2.3928 0.9073 -0.2891

Computed properties:
2S+1: 3
Net charge: +1
HOMO level (spin up / spin down), eV: -12.117 / -15.086
⟨S²⟩: 2.01
E_LUMO (spin up / spin down), eV: -3.2986 / -7.9499
Energy, hartree: -298.9229

Computed, not measured: C40H38GeN8OScSi as an isolated structure, with ωB97M-V/def2-TZVPD.

CARTESIAN COORDINATES (ANGSTROEM)
Sc: -1.1962 -0.8714 0.4038
C: 0.3023 4.3980 2.0190
N: -0.0064 2.9642 1.9400
C: -0.5795 2.2897 0.9671
N: -0.4732 0.9723 1.2188
C: 0.1798 0.9442 2.4393
N: 0.4794 2.1241 2.8817
C: 1.4244 4.7953 1.0794
C: 1.8367 6.1254 1.0969
C: 2.9009 6.5357 0.3124
C: 3.5530 5.6343 -0.5169
C: 3.1253 4.3145 -0.5579
C: 2.0722 3.8926 0.2526
C: 3.7768 3.3746 -1.4687
N: 4.9830 3.3908 -1.9114
N: 5.0983 2.3352 -2.7936
C: 3.9549 1.7511 -2.8211
O: 3.0504 2.3411 -1.9894
C: 3.5312 0.6300 -3.6584
C: 4.4812 -0.2046 -4.2469
C: 4.0653 -1.2242 -5.0881
C: 2.7111 -1.4278 -5.3364
C: 1.7658 -0.5956 -4.7507
C: 0.2913 -0.8023 -5.0233
N: -0.4797 -0.5383 -3.7975
C: -0.5282 -1.2862 -2.7148
N: -1.1332 -0.6070 -1.7329
C: -1.4543 0.5886 -2.3388
N: -1.0552 0.6622 -3.5724
C: 2.1799 0.4371 -3.9181
H: 0.5903 4.5617 3.0558
H: -0.6111 4.9599 1.8236
H: -1.0017 2.7504 0.0881
H: 0.4093 0.0427 2.9877
H: 1.3362 6.8423 1.7371
H: 3.2210 7.5680 0.3413
H: 4.3792 5.9480 -1.1403
H: 1.7981 2.8442 0.2241
H: 5.5324 -0.0329 -4.0560
H: 4.7988 -1.8640 -5.5600
H: 2.4001 -2.2256 -6.0008
H: 0.0875 -1.8256 -5.3347
H: -0.1015 -0.1263 -5.7810
H: -0.1283 -2.2824 -2.6488
H: -1.9952 1.3909 -1.8624
H: 1.4616 1.1272 -3.4918
C: -0.8896 -5.0066 1.8349
Si: -0.2893 -3.2613 1.9129
C: 0.7353 -2.8328 3.4015
C: 0.5627 -2.7730 0.2841
C: 0.7412 -3.7553 -0.7084
C: 1.7095 -3.5992 -1.6912
C: 2.4702 -2.4335 -1.7606
C: 2.2741 -1.4218 -0.8296
C: 1.3517 -1.6136 0.1915
H: -0.0378 -5.6705 1.6641
H: -1.6315 -5.1895 1.0560
H: -1.3311 -5.2784 2.7952
H: 1.2459 -3.7358 3.7458
H: 0.1193 -2.4666 4.2258
H: 1.5087 -2.0916 3.1919
H: 0.1693 -4.6745 -0.6744
H: 1.8778 -4.3953 -2.4059
H: 3.2182 -2.3132 -2.5352
H: 2.8660 -0.5165 -0.8709
H: 1.3490 -0.8797 0.9994
Ge: -2.5554 -2.1434 2.4230
C: -3.5599 -1.7031 0.7361
C: -3.5984 -0.5244 -0.0241
C: -4.5468 -0.2918 -1.0138
C: -5.4862 -1.2725 -1.2809
C: -5.4523 -2.4733 -0.5770
C: -4.5017 -2.6942 0.4063
C: -2.7142 -0.7996 3.7939
C: -2.6689 -1.2363 5.1192
C: -2.8069 -0.3227 6.1541
C: -2.9949 1.0237 5.8737
C: -3.0582 1.4626 4.5568
C: -2.9167 0.5548 3.5193
H: -3.0170 -3.5055 2.9264
H: -2.9642 0.3602 0.1837
H: -4.5549 0.6410 -1.5617
H: -6.2431 -1.1084 -2.0361
H: -6.1835 -3.2420 -0.7898
H: -4.5201 -3.6304 0.9492
H: -2.5455 -2.2876 5.3550
H: -2.7838 -0.6658 7.1796
H: -3.1145 1.7308 6.6834
H: -3.2408 2.5077 4.3437
H: -3.0255 0.9069 2.4978

Computed properties:
Net charge: +3
HOMO level, eV: -15.107
E_LUMO, eV: -9.7820
Energy, hartree: -5186.6360

Computed, not measured: C25H41N2PZn as an isolated structure, with ωB97M-V/def2-TZVPD.

CARTESIAN COORDINATES (ANGSTROEM)
C: 3.6173 -1.0457 -2.3264
C: 3.7266 -0.3156 -1.1507
C: 2.5964 0.3610 -0.6307
C: 1.3302 0.2046 -1.2097
C: 1.2319 -0.5759 -2.3660
C: 2.3711 -1.1785 -2.9360
C: 2.9563 1.3377 0.4718
C: 2.0023 2.4985 0.7708
N: 1.2592 2.9399 -0.4527
Zn: -0.2435 1.3283 -0.5007
C: -0.0747 -0.7472 -3.0897
P: -1.2340 0.6724 -2.7746
H: 4.7032 -0.1925 -0.6596
H: 2.2611 -1.7278 -3.8734
H: 4.5001 -1.5112 -2.7655
H: -0.6406 -1.6296 -2.7450
H: 0.0665 -0.8217 -4.1778
H: 3.1636 0.7759 1.4009
H: 3.9318 1.7866 0.2107
H: 1.2414 2.2074 1.5149
C: -2.7630 -0.0198 -3.4960
C: -0.7065 1.9171 -4.0112
H: 2.5936 3.3473 1.1878
C: 2.1296 3.0826 -1.6601
C: 0.5168 4.2208 -0.2288
H: -2.1408 1.7303 -0.4987
H: 2.2369 4.1385 -1.9308
H: 3.1270 2.6542 -1.5324
H: 1.6659 2.5748 -2.5170
H: 1.0280 5.0693 -0.7036
H: -0.4853 4.1675 -0.6713
H: 0.4204 4.4638 0.8381
H: -1.0462 1.6358 -5.0152
H: -1.2008 2.8575 -3.7359
H: 0.3769 2.0839 -4.0125
H: -2.6764 -0.1751 -4.5814
H: -2.9807 -0.9840 -3.0157
H: -3.5747 0.6943 -3.3034
H: -1.8947 2.4302 -0.1805
C: -3.8173 -3.8997 1.0606
C: -2.4315 -3.3039 1.1282
C: -1.3500 -4.1300 1.4560
C: -0.0538 -3.6173 1.5580
C: 1.0516 -4.5285 1.9968
C: 0.1771 -2.2688 1.2793
C: -0.9033 -1.3623 1.1008
C: -2.1969 -1.9469 0.9176
N: -0.7330 0.0124 1.2312
C: -0.8223 0.5392 2.6117
C: -1.7732 -0.2571 3.5125
C: 0.5408 0.4434 3.3036
C: -1.3443 1.9770 2.6015
H: -3.8485 -4.7458 0.3565
H: -4.1338 -4.2947 2.0396
H: -4.5537 -3.1492 0.7477
H: -1.5178 -5.2013 1.6312
H: 0.8539 -4.8876 3.0169
H: 1.1184 -5.4044 1.3388
H: 2.0136 -4.0111 1.9752
H: 1.1926 -1.8651 1.2361
H: -3.0530 -1.3001 0.7059
H: -1.4381 -1.2931 3.6357
H: -1.7966 0.2065 4.5086
H: -2.7858 -0.2614 3.0989
H: 1.3154 1.0312 2.8051
H: 0.4667 0.8018 4.3407
H: 0.8828 -0.5978 3.2932
H: -0.7543 2.6750 1.9965
H: -2.3826 2.0108 2.2504
H: -1.3152 2.3727 3.6230

Computed properties:
HOMO level, eV: -6.442
E_LUMO, eV: 0.1605
Energy, hartree: -3207.2752

Computed, not measured: a 13-piece molecular cluster, C45H115NO13 overall, with ωB97M-V/def2-TZVPD.

CARTESIAN COORDINATES (ANGSTROEM)
C: -6.4327 -1.9324 -1.9143
C: -5.2912 -1.2091 -1.2414
C: -5.5695 -0.9322 0.2140
O: -4.1927 -2.1462 -1.2888
H: -6.7396 -2.8138 -1.3530
H: -6.2213 -2.2144 -2.9483
H: -7.3023 -1.2834 -2.0577
H: -5.0307 -0.3075 -1.8016
H: -6.4382 -0.2872 0.3679
H: -4.7690 -0.3412 0.6759
H: -5.5912 -1.8606 0.7827
H: -3.4560 -1.9386 -0.6991
C: 6.2406 2.8688 1.1204
C: 6.1553 1.4306 1.6500
C: 5.3737 0.5357 0.6941
O: 7.4754 0.8668 1.7687
H: 5.8095 3.0269 0.1235
H: 7.1635 3.4423 1.0445
H: 5.5623 3.4318 1.7726
H: 5.7205 1.5249 2.6397
H: 5.4438 -0.4970 1.0525
H: 5.7275 0.5837 -0.3308
H: 4.3058 0.6716 0.8954
H: 7.8848 0.7697 0.9057
C: 0.5450 6.9838 -1.9124
C: -0.1724 5.6664 -1.7159
C: -0.8166 5.5731 -0.3201
O: -1.3038 5.4657 -2.5971
H: -0.0273 7.8325 -1.5228
H: 0.8040 7.1698 -2.9534
H: 1.4116 7.0438 -1.2461
H: 0.4782 4.8245 -1.9745
H: -1.4485 6.4438 -0.1639
H: -0.0581 5.6718 0.4647
H: -1.2261 4.5701 -0.2337
H: -0.9091 5.2149 -3.4499
C: 2.5799 4.5287 0.8229
C: 3.0240 5.1081 2.1626
C: 4.0511 6.2007 1.8704
O: 1.8810 5.7157 2.7671
H: 1.6318 3.9855 0.8620
H: 3.2665 3.8541 0.3105
H: 2.4050 5.3761 0.1545
H: 3.4463 4.2904 2.7542
H: 4.4562 6.6050 2.8017
H: 3.5938 6.9948 1.2841
H: 4.8950 5.7972 1.3051
H: 2.1439 5.9043 3.6753
C: 2.5380 -1.2429 5.0022
C: 3.2452 -2.5726 4.9238
C: 3.2051 -3.3946 6.2243
O: 2.5903 -3.3810 3.9506
H: 2.7264 -0.7027 4.0685
H: 2.8709 -0.5765 5.7976
H: 1.4634 -1.3990 5.0912
H: 4.3020 -2.5496 4.6224
H: 3.3733 -4.4429 5.9577
H: 2.1754 -3.4498 6.5840
H: 4.0074 -3.1091 6.8989
H: 2.6117 -2.9569 3.0882
C: 2.2240 3.3165 4.7845
C: 0.8085 2.7914 4.8836
C: -0.0141 2.8722 3.5841
O: 0.8472 1.3813 5.2243
H: 2.8305 2.7364 4.0860
H: 2.7048 3.2905 5.7641
H: 2.2810 4.3619 4.4754
H: 0.2699 3.2872 5.7006
H: -0.3370 3.8851 3.3267
H: -0.9103 2.2568 3.6560
H: 0.5889 2.4420 2.7806
H: -0.0764 1.2168 5.4470
C: -3.8924 2.4592 4.8229
C: -3.6787 1.1133 5.5164
C: -3.9937 -0.0323 4.5731
O: -2.3148 1.0178 5.9290
H: -3.4218 3.2338 5.4324
H: -4.9481 2.5389 4.5781
H: -3.3287 2.5836 3.8920
H: -4.4238 1.0510 6.3146
H: -4.1528 -0.9915 5.0755
H: -3.4208 -0.1153 3.6515
H: -5.0292 0.1244 4.2306
H: -2.1084 0.0864 6.0611
C: -0.7581 2.0083 -4.5651
C: 0.4366 2.8900 -4.1348
C: 1.7518 2.3814 -4.6891
O: 0.1162 4.1657 -4.7148
H: -1.6610 2.5898 -4.3885
H: -0.8197 1.1523 -3.8859
H: -0.6957 1.6325 -5.5846
H: 0.4432 3.0040 -3.0514
H: 2.0098 1.3816 -4.3404
H: 2.5096 3.1358 -4.4747
H: 1.6298 2.2590 -5.7695
H: 0.4595 4.2704 -5.6061
C: -5.9812 -6.4265 0.3823
C: -5.3743 -5.0336 0.3466
C: -4.5471 -4.8185 1.6385
O: -4.5745 -4.8457 -0.7942
H: -6.3763 -6.5894 -0.6275
H: -6.8540 -6.4558 1.0305
H: -5.2313 -7.1930 0.5632
H: -6.1358 -4.2440 0.3582
H: -4.3842 -3.7609 1.8539
H: -3.5596 -5.2643 1.4788
H: -4.9372 -5.3436 2.5111
H: -4.5444 -3.8971 -1.0395
C: 4.5145 -0.6350 -2.8487
C: 5.9049 -0.4722 -3.5137
C: 7.0847 -1.1842 -2.8293
O: 5.8087 -0.9632 -4.8526
H: 4.1788 0.2189 -2.2587
H: 4.5667 -1.4847 -2.1611
H: 3.7819 -0.8299 -3.6278
H: 6.1007 0.6022 -3.5356
H: 6.7738 -2.1401 -2.4017
H: 7.4175 -0.5851 -1.9794
H: 7.8724 -1.3132 -3.5663
H: 6.1819 -1.8473 -4.8827
C: -3.8846 -1.8178 -6.7658
C: -2.7330 -1.6917 -5.7367
C: -3.2721 -1.4811 -4.3188
O: -1.9290 -2.8398 -5.8886
H: -4.3675 -0.9037 -7.1256
H: -4.7152 -2.4087 -6.3613
H: -3.5000 -2.3307 -7.6458
H: -2.2274 -0.7912 -6.0966
H: -4.1220 -2.1337 -4.1390
H: -3.6349 -0.4474 -4.3170
H: -2.4537 -1.5101 -3.6024
H: -2.2787 -3.5877 -5.3754
C: -1.9543 -6.4073 -2.4866
C: -1.6999 -4.9363 -2.9214
C: -0.3359 -4.9442 -3.6046
O: -2.7558 -4.5708 -3.7939
H: -2.3593 -7.0011 -3.3097
H: -2.7871 -6.4564 -1.7733
H: -1.0801 -6.9076 -2.0768
H: -1.6754 -4.2534 -2.0682
H: 0.4300 -5.6207 -3.2415
H: 0.1118 -3.9487 -3.6977
H: -0.5533 -5.1754 -4.6552
H: -3.5473 -4.6901 -3.2516
C: -0.0921 1.7614 -0.3645
C: 0.2327 0.2820 -0.2936
C: 1.6405 0.1781 0.3022
C: 1.9912 -1.2680 0.6074
C: 0.9883 -1.8783 1.5879
C: -0.4474 -1.7745 1.0218
N: -0.6951 -0.3927 0.6208
O: -2.0314 -0.2919 0.1942
C: -0.6208 -2.7936 -0.1220
C: -1.3474 -2.1227 2.2094
C: 0.2435 -0.2569 -1.7500
H: -0.2035 2.2508 0.6026
H: -1.0215 1.8926 -0.9317
H: 0.6646 2.2501 -0.9796
H: 2.3701 0.7355 -0.2857
H: 1.6117 0.7215 1.2567
H: 3.0231 -1.4277 0.9472
H: 2.0736 -1.8660 -0.3080
H: 1.1016 -1.3317 2.5247
H: 1.2872 -2.9211 1.6956
H: 0.3028 -3.1093 -0.6100
H: -1.1153 -3.7107 0.2097
H: -1.2490 -2.4394 -0.9422
H: -1.5304 -1.2229 2.8041
H: -2.3572 -2.4012 1.8937
H: -0.9180 -2.8952 2.8430
H: 0.4873 0.5743 -2.4082
H: -0.6962 -0.6583 -2.1429
H: 0.8700 -1.1357 -1.9092
H: -2.4401 0.4026 0.7228

Computed properties:
HOMO level, eV: -8.910
E_LUMO, eV: 0.3711
Energy, hartree: -2816.2578

Computed, not measured: a 2-piece molecular cluster, C5H10O2 overall, with ωB97M-V/def2-TZVPD.

CARTESIAN COORDINATES (ANGSTROEM)
C: -0.9652 -0.1655 -0.9988
C: 1.6333 -0.2323 -0.1741
C: -1.0186 0.9782 1.0210
C: 1.4900 1.2330 0.4749
C: -1.2179 -1.5650 -0.5456
O: -1.2530 0.8841 -0.2672
O: 2.7085 0.5961 0.1783
H: -1.0142 0.0570 -2.0551
H: 1.6371 -0.4945 -1.2327
H: 1.4597 -1.0623 0.5041
H: -1.2043 1.9560 1.4320
H: -1.0708 0.1044 1.6530
H: 1.2312 2.0280 -0.2194
H: 1.4429 1.5009 1.5280
H: -0.7656 -2.2617 -1.2514
H: -0.8020 -1.7795 0.4391
H: -2.2910 -1.7771 -0.4860

Computed properties:
HOMO level (spin up / spin down), eV: -7.315 / -7.218
E_LUMO (spin up / spin down), eV: 0.9737 / 0.9477
Energy, hartree: -346.7711

Relative energy (zero: lowest compared OMol25 entry of this formula, charge and spin), respectively: 5.233 3.356 0.010 4.341 3.251 0.000 0.000 0.545 6.921 eV.